No. 1
Below is a molecular structure, C9H21ClGaIO3P2, with properties calculated with wB97M-V/def2-TZVPD.

Computed properties:
Charge = +2
DFT total energy = -107381.2364 eV
Energy relative to the best compared isomer or geometry (same formula, charge and spin) = 0.00 kJ/mol
Lowest unoccupied orbital energy = -7.5 eV

Last column: Löwdin charge in e.
Atoms and positions in Å:
C -3.250509 2.340217 -5.241725  -0.078
C -3.194237 1.073818 -4.448283  -0.641
H -4.051857 2.310111 -5.998217  0.118
H -2.281007 2.503242 -5.733556  0.111
H -3.436492 3.180648 -4.562986  0.078
O -3.627994 -0.019850 -4.683768  0.109
I -2.116217 1.489828 -2.493645  1.052
Ga 0.015542 0.799141 -0.577324  -0.191
P 1.417630 -0.598405 -1.807536  0.775
C 1.543345 -2.351165 -1.332046  -0.196
C 1.121283 -0.581011 -3.602550  -0.217
H 3.155610 1.070738 -1.583632  0.066
H 3.763398 -0.461455 -2.331954  0.078
H 3.464367 -0.373170 -0.552615  0.071
C 3.128083 -0.028061 -1.542388  -0.209
H 0.848596 0.432539 -3.925918  0.049
H 2.054093 -0.896985 -4.098199  0.077
H 2.188977 -2.874275 -2.063640  0.090
H 0.549527 -2.820279 -1.314322  0.055
H 0.307951 -1.278626 -3.855478  0.072
H 2.006206 -2.418577 -0.333233  0.074
C -1.417897 -0.753993 -0.676706  -0.151
O -2.117324 -1.668813 -0.730716  0.198
Cl 0.082238 2.968971 -0.314789  0.259
C 1.134534 2.417783 2.962344  -0.159
P 0.372167 0.812302 2.708415  0.616
C 1.070454 -0.330544 3.880680  -0.146
C -1.390109 0.895669 3.012613  -0.148
O 0.622952 0.251236 1.292205  -0.435
H 0.833121 2.825509 3.938306  0.083
H 0.830004 3.119529 2.167749  0.009
H 2.230132 2.298537 2.960366  0.080
H 0.748571 -0.109178 4.901582  0.080
H 0.739112 -1.339309 3.607405  0.075
H 2.165171 -0.260689 3.831708  0.077
H -1.845455 1.717585 2.439424  0.072
H -1.847007 -0.062958 2.724923  0.073
H -1.543258 1.064340 4.082104  0.077

Forces on atoms 1 to 3 (eV/Å):
C -0.134 0.573 0.145
C -1.984 -3.507 -2.068
H 0.338 -0.356 0.338

---

No. 2
Below is a molecular structure, C36H50BaN9O5S2SbSi, with properties calculated with wB97M-V/def2-TZVPD.

Computed properties:
Charge = -2
DFT total energy = -98580.0144 eV
Energy relative to the best compared isomer or geometry (same formula, charge and spin) = 22.80 kJ/mol
Lowest unoccupied orbital energy = 4.2 eV

Last column: Löwdin charge in e.
Atoms and positions in Å:
Ba -0.572691 -0.106071 -0.525112  1.730
C 3.034301 -1.856921 2.937577  -0.055
C 2.336637 -1.195317 1.781702  -0.297
N 1.289435 -1.713497 1.242365  -0.053
N 0.823007 -2.845722 1.831435  -0.059
C 0.089014 -3.603908 1.031674  -0.977
N -0.532555 -4.642151 1.708736  0.014
S -0.161978 -3.501340 -0.650549  0.431
C 2.824945 0.085221 1.217472  -0.240
C 4.040724 0.664523 1.593540  -0.036
C 4.439810 1.851716 1.001011  -0.080
C 3.630833 2.449151 0.052399  -0.064
C 2.430772 1.822679 -0.251574  -0.154
N 2.048679 0.686020 0.308685  0.007
H 3.129631 -2.923724 2.735464  0.066
H 2.427083 -1.769188 3.842727  0.076
H 4.016401 -1.439337 3.141127  0.047
H -0.120715 -4.860039 2.603186  0.065
H -0.803751 -5.414885 1.126770  0.045
H 4.672472 0.199494 2.333930  0.088
H 5.383048 2.304215 1.284868  0.098
H 3.902270 3.373442 -0.439155  0.100
H 1.739843 2.259903 -0.966362  0.104
C -4.215058 -0.628127 -4.860175  -0.073
N -4.151632 0.264968 -3.720460  -0.167
C -5.304957 1.130332 -3.601202  -0.088
C -3.563015 -0.271776 -2.551664  -0.428
N -2.419446 -0.824971 -2.525017  0.058
N -4.349143 -0.109372 -1.412766  0.131
C -4.079707 -0.604877 -0.128001  -0.573
N -4.731708 0.166419 0.828391  0.113
N -3.406466 -1.671672 0.049161  0.106
H -4.287691 -0.042543 -5.778004  0.081
H -5.084943 -1.302392 -4.805721  0.087
H -3.314302 -1.232503 -4.923801  0.064
H -6.222498 0.597315 -3.309446  0.087
H -5.477606 1.601050 -4.570084  0.081
H -5.108762 1.932165 -2.888259  0.088
H -1.979406 -0.813485 -3.442725  0.045
H -4.818811 0.781255 -1.369362  0.093
H -4.542058 1.161485 0.649663  0.044
H -4.372418 -0.053414 1.746966  0.081
H -3.322216 -1.865824 1.044308  0.046
O -3.672149 2.589009 -0.249325  -0.401
S -2.277458 2.556028 0.243219  0.181
O -1.957500 3.739149 1.050731  -0.429
O -2.096738 1.313372 1.079573  -0.631
O -1.331563 2.418257 -0.900266  -0.560
C 1.200575 5.788699 1.979637  -0.219
C 0.146420 5.132407 2.866110  -0.458
Sb 0.301888 2.982621 2.835633  1.460
C -1.415703 2.643995 4.088335  -0.440
C -1.689287 1.170361 4.373967  -0.202
C 1.733608 3.017774 4.502248  -0.468
C 2.190380 1.632545 4.956105  -0.216
H 1.136326 6.882123 1.998252  0.051
H 1.076091 5.470539 0.942363  0.061
H 2.216146 5.517996 2.285412  0.046
H -0.855922 5.348243 2.497764  0.031
H 0.229720 5.469033 3.903520  0.039
H -2.237845 3.080735 3.520345  0.037
H -1.280297 3.216541 5.011586  0.041
H -1.824710 0.632048 3.436414  0.041
H -2.598511 1.037583 4.971137  0.056
H -0.870622 0.693967 4.922039  0.042
H 1.284953 3.573104 5.332352  0.032
H 2.593793 3.598697 4.151941  0.028
H 1.361959 1.058479 5.379318  0.046
H 2.579684 1.051370 4.116077  0.034
H 2.977710 1.673440 5.717575  0.053
O 0.827429 -0.181079 -2.712258  -0.541
Si 1.609724 -0.221884 -4.066677  0.371
C 0.482639 -0.591567 -5.559369  -0.200
C -0.160256 -1.834395 -5.614218  -0.096
C -1.073056 -2.139815 -6.614424  -0.115
C -1.367902 -1.200224 -7.595860  -0.126
C -0.745021 0.038376 -7.562851  -0.110
C 0.166504 0.333903 -6.554192  -0.089
C 2.927033 -1.579838 -4.106600  -0.210
C 3.651099 -1.942699 -5.245314  -0.118
C 4.595513 -2.960288 -5.208876  -0.118
C 4.820914 -3.651137 -4.023583  -0.122
C 4.094312 -3.323565 -2.887110  -0.091
C 3.157326 -2.296746 -2.929532  -0.074
C 2.446476 1.445833 -4.432664  -0.209
C 3.698262 1.604098 -5.029724  -0.094
C 4.260127 2.862567 -5.218366  -0.114
C 3.578833 3.997335 -4.801642  -0.122
C 2.337455 3.865212 -4.190139  -0.097
C 1.783747 2.604434 -4.009006  -0.096
H 0.047917 -2.572941 -4.844946  0.113
H -1.559078 -3.108185 -6.626463  0.095
H -2.082986 -1.432104 -8.377233  0.088
H -0.974320 0.780773 -8.319278  0.089
H 0.637341 1.311643 -6.539941  0.093
H 3.463620 -1.429122 -6.184508  0.097
H 5.147055 -3.223724 -6.104958  0.086
H 5.550259 -4.453099 -3.992895  0.085
H 4.240032 -3.875263 -1.965905  0.097
H 2.567120 -2.065481 -2.047819  0.084
H 4.255845 0.726979 -5.339930  0.083
H 5.237363 2.956205 -5.679634  0.087
H 4.018005 4.979056 -4.939160  0.086
H 1.804791 4.742776 -3.843449  0.097
H 0.829465 2.508194 -3.499509  0.105

Forces on atoms 1 to 3 (eV/Å):
Ba 0.363 -0.857 -0.304
C -0.032 -0.019 0.000
C -0.050 -0.039 0.102

---

No. 3
Below is a gas-phase ion, C4H11N2O (charge +1), with properties calculated with wB97M-V/def2-TZVPD.

Computed properties:
Charge = +1
DFT total energy = -9345.9301 eV
SMILES = NCC[C@@H]([NH3+])C=O
Energy relative to the best compared isomer or geometry (same formula, charge and spin) = 282.39 kJ/mol
Lowest unoccupied orbital energy = -3.7 eV

Last column: Löwdin charge in e.
Atoms and positions in Å:
N -1.882682 0.202064 1.093200  -0.027
C -1.557723 -0.884359 0.102287  -0.231
C 0.023787 -0.887364 -0.048637  -0.154
C 0.486226 0.565512 -0.262616  -0.260
N 1.769676 0.511387 0.605926  0.177
C 0.868748 0.851917 -1.705612  -0.187
O 1.993061 0.686900 -2.130749  0.095
H -2.017433 -0.286356 2.012921  0.098
H -2.814015 0.635878 0.853972  0.105
H -1.791724 -1.904504 0.295789  0.093
H -2.031880 -0.711207 -0.918521  0.138
H 0.603154 -1.366244 0.819472  0.138
H 0.242282 -1.477124 -1.017098  0.152
H -0.206406 1.369843 0.217129  0.172
H 1.442723 0.371423 1.600488  0.189
H 2.210936 -0.385991 0.195585  0.188
H 2.503567 1.225082 0.537235  0.172
H 0.157701 1.483150 -2.250777  0.143

Forces on atoms 1 to 3 (eV/Å):
N -1.763 -1.666 0.189
C 1.356 1.435 -1.016
C -1.434 -0.689 -1.572

---

No. 4
Below is a single C5H5FOS molecule, with properties calculated with wB97M-V/def2-TZVPD.

Computed properties:
Charge = 0
DFT total energy = -20864.5810 eV
SMILES = C=C(F)C(=C)SC=O
Energy relative to the best compared isomer or geometry (same formula, charge and spin) = 131.81 kJ/mol
Lowest unoccupied orbital energy = 0.3 eV

Last column: Löwdin charge in e.
Atoms and positions in Å:
C 1.039489 -1.531872 -0.719908  0.083
C 1.160165 -0.310777 -0.247838  -0.393
F 2.305327 -0.013157 0.451699  0.029
C 0.161431 0.731437 -0.205082  -0.583
C 0.421916 1.915964 0.348639  0.052
S -1.416112 0.414592 -0.924683  0.986
C -2.113629 -0.461248 0.456342  -0.560
O -1.516972 -0.795551 1.454179  -0.003
H 0.168948 -1.774838 -1.359584  0.067
H 1.882577 -2.229145 -0.681923  0.084
H 1.366236 2.119464 0.918005  0.102
H -0.295946 2.688330 0.278972  0.051
H -3.163436 -0.753200 0.231178  0.085

Forces on atoms 1 to 3 (eV/Å):
C -0.095 -0.662 -1.488
C 0.756 -0.759 1.192
F -0.607 0.120 -0.452

---

No. 5
Below is 6 unconnected molecules or ions with the total composition CH15NO6, with properties calculated with wB97M-V/def2-TZVPD.

Computed properties:
Charge = 0
DFT total energy = -15054.0747 eV
SMILES = NCO.O.O.O.O.O
Energy relative to the best compared isomer or geometry (same formula, charge and spin) = 246.00 kJ/mol
Lowest unoccupied orbital energy = 0.2 eV

Last column: Löwdin charge in e.
Atoms and positions in Å:
N 1.878978 1.699915 -1.429286  0.006
C 2.648081 1.202327 -0.252485  -0.379
O 1.817662 0.466673 0.468185  -0.093
H 1.644235 0.890376 -2.051410  0.077
H 1.020432 2.151090 -1.162626  0.046
H 3.501502 0.638692 -0.608304  0.106
H 2.917539 2.141850 0.408523  0.155
H 1.283572 -0.288615 0.108625  0.082
O 1.053753 -1.569597 2.866534  -0.028
H 0.922675 -1.207435 2.012299  -0.021
H 0.591514 -0.944614 3.442661  0.056
O -2.661785 0.753902 -1.946461  -0.011
H -3.100795 1.585784 -1.784595  0.069
H -3.275964 0.058848 -1.953314  0.034
O -1.374347 0.960827 0.293727  -0.087
H -1.692130 0.603658 -0.502938  -0.076
H -0.395721 0.680843 0.207239  0.036
O -0.345124 -1.452909 -0.926754  -0.015
H -0.771071 -1.280821 -1.801118  0.084
H -0.862524 -1.444175 -0.219587  -0.114
O -1.642027 -1.575526 1.348969  -0.066
H -1.120584 -1.598368 2.185136  0.054
H -2.037873 -2.472726 1.296978  0.085

Forces on atoms 1 to 3 (eV/Å):
N 1.465 -0.870 -1.124
C -0.636 3.403 -2.168
O -2.826 -3.210 4.074

---

No. 6
Below is 2 unconnected molecules or ions with the total composition C6H11NO3, with properties calculated with wB97M-V/def2-TZVPD.

Computed properties:
Charge = 0
DFT total energy = -14031.3804 eV
SMILES = CC(=O)OC(C)=O.C=CN
Energy relative to the best compared isomer or geometry (same formula, charge and spin) = 279.62 kJ/mol
Lowest unoccupied orbital energy = 0.1 eV

Last column: Löwdin charge in e.
Atoms and positions in Å:
C 0.635074 1.488531 -1.548760  0.011
C 1.176431 0.780536 -0.345629  -0.390
O 2.300991 0.808999 0.051488  0.122
O 0.114225 0.975484 0.872610  0.048
C -1.166697 0.713035 0.792052  -0.564
C -1.920789 0.952237 2.074805  0.019
O -1.704813 0.205808 -0.191853  0.016
H 0.339947 2.503443 -1.286832  0.106
H -0.243990 0.973922 -1.931135  0.078
H 1.396808 1.501174 -2.327543  0.097
H -2.766349 1.612645 1.876609  0.089
H -1.271589 1.386493 2.832820  0.082
H -2.321471 0.004363 2.439078  0.090
C -0.394644 -1.723441 -0.934088  0.037
C 0.936698 -1.486939 -0.743914  -0.324
N 1.641065 -2.013945 0.345696  0.046
H -0.842645 -1.588478 -1.903520  0.073
H -1.003644 -2.186962 -0.175752  0.077
H 1.546932 -1.353456 -1.633049  0.126
H 1.074457 -2.072439 1.181836  0.089
H 2.474004 -1.481011 0.555082  0.071

Forces on atoms 1 to 3 (eV/Å):
C -0.408 -1.015 -0.852
C -0.112 2.993 2.027
O -1.249 -0.947 -0.400

---

HOMO per entry: -15.98 -2.36 -14.01 -9.39 -9.12 -8.28 eV